ORCA calculation (the ωB97M-V functional and the def2-TZVPD basis) on an isolated molecule of C3H5N.

Results
SMILES string: C=CN=C
Orbital gap: 6.98 eV
Energy relative to the best compared isomer or geometry (same formula, charge and spin): 418.1 kJ/mol
Charge: 0

Each line ends with the Mulliken charge.
CARTESIAN COORDINATES (ANGSTROEM)
C1 -0.10855 -1.26158 -1.34330  -0.568
C2 0.30589 -0.35884 -0.34321  -0.100
N1 -0.49396 0.47597 0.37916  -0.362
C3 0.19097 1.14494 1.26570  -0.232
H1 0.21299 -1.09009 -2.38046  0.203
H2 -1.07874 -1.85124 -1.35494  0.223
H3 1.32891 -0.43949 0.07048  0.314
H4 -0.04147 2.25051 1.39215  0.233
H5 0.70621 0.65138 2.14357  0.289

Forces on atoms 1 to 3 (eV/Å):
C -1.163 0.873 0.296
C -0.021 -4.020 -0.930
N 1.399 2.110 1.020


ORCA calculation (the ωB97M-V functional and the def2-TZVPD basis) on a cluster of 2 separate species, C6H11N2OS in total.

Results
Orbital gap: 8.09 eV
Energy relative to the best compared isomer or geometry (same formula, charge and spin): 429.1 kJ/mol
Charge: +1

Each line ends with the Mulliken charge.
CARTESIAN COORDINATES (ANGSTROEM)
C1 0.47936 0.30887 -0.78459  0.855
C2 0.03572 2.06333 1.88624  -0.074
C3 -0.51870 -0.45540 1.34346  0.602
C4 0.62349 3.18851 2.65637  -0.951
C5 1.23965 0.98055 -3.14195  -1.019
C6 1.21954 0.82900 -1.67496  -0.560
N1 -0.17871 -0.15485 0.15415  -0.142
N2 -2.79050 -3.13671 0.52664  -0.596
O1 -1.42569 -1.18696 1.73743  -0.741
S1 0.17852 0.62386 2.62878  -0.046
H1 -0.10166 3.94886 2.93786  0.326
H2 1.15081 3.80880 1.95890  0.304
H3 1.05224 2.80741 3.55779  0.318
H4 0.23371 1.15881 -3.53615  0.335
H5 1.74843 1.92750 -3.42727  0.315
H6 1.78748 0.16884 -3.68796  0.280
H7 1.97897 1.46885 -1.16961  0.267
H8 -2.14383 -3.71095 -0.00342  0.378
H9 -3.36792 -2.75398 -0.30673  0.398
H10 -2.14093 -2.24958 0.99125  0.382
H11 -3.34755 -3.60626 1.28465  0.370

Forces on atoms 1 to 3 (eV/Å):
C -1.737 -1.197 2.451
C 0.059 0.610 -0.715
C -0.780 1.213 1.315


ORCA calculation (the ωB97M-V functional and the def2-TZVPD basis) on the ion C5H9N2 with charge +1.

Results
SMILES string: Cc1c[nH]c(C)[nH+]1
Orbital gap: 10.89 eV
Energy relative to the best compared isomer or geometry (same formula, charge and spin): 0.0 kJ/mol
Charge: +1

Each line ends with the Mulliken charge.
CARTESIAN COORDINATES (ANGSTROEM)
C1 -2.50871 -0.45200 -0.00179  -1.203
C2 -1.13151 0.08095 -0.00095  0.612
C3 -0.65460 1.35703 0.00263  -0.555
N1 0.71370 1.28217 -0.00442  -0.023
C4 1.09332 0.00559 -0.01182  0.456
C5 2.47696 -0.49964 0.00150  -1.139
N2 -0.02102 -0.73212 -0.00998  -0.042
H1 -2.69407 -1.03524 -0.90258  0.342
H2 -2.67115 -1.10082 0.85798  0.345
H3 -3.22386 0.36328 0.03643  0.322
H4 -1.17922 2.28953 0.00759  0.423
H5 1.33677 2.07791 -0.00242  0.211
H6 2.82594 -0.62594 1.02806  0.307
H7 2.54108 -1.46578 -0.49316  0.349
H8 3.14794 0.19758 -0.49450  0.356
H9 -0.05155 -1.74251 -0.01255  0.238

Forces on atoms 1 to 3 (eV/Å):
C -0.121 -0.144 -0.008
C -0.113 0.765 0.025
C -0.712 -0.453 0.021


ORCA calculation (the ωB97M-V functional and the def2-TZVPD basis) on a cluster of 12 separate species, H24O12 in total.

Results
SMILES string: O.O.O.O.O.O.O.O.O.O.O.O
Orbital gap: 8.45 eV
Energy relative to the best compared isomer or geometry (same formula, charge and spin): 707.6 kJ/mol
Charge: 0

Each line ends with the Mulliken charge.
CARTESIAN COORDINATES (ANGSTROEM)
O1 0.36033 0.31552 -0.14363  -0.602
H1 -0.12116 -0.44497 0.20107  0.311
H2 -0.02556 1.06723 0.32005  0.347
O2 -3.07580 -1.39868 -1.26947  -0.635
H3 -2.31666 -1.04814 -0.79008  0.334
H4 -3.79404 -0.79692 -1.04362  0.349
O3 -2.61826 4.19107 -0.37191  -0.617
H5 -3.51447 4.52312 -0.49661  0.294
H6 -2.68747 3.61166 0.39522  0.312
O4 -0.29747 2.53408 -0.36083  -0.618
H7 -0.18728 3.47327 -0.17438  0.251
H8 -1.25276 2.41468 -0.40712  0.369
O5 3.81259 3.19825 0.35375  -0.607
H9 3.70615 4.12399 0.10745  0.309
H10 3.10306 3.04095 0.98684  0.300
O6 5.46293 -0.60411 -0.08544  -0.597
H11 4.99828 -0.98344 0.66902  0.295
H12 4.79404 -0.06991 -0.52840  0.290
O7 0.49026 -1.45442 2.72226  -0.690
H13 1.10298 -1.24919 2.00711  0.324
H14 0.47641 -0.65238 3.25661  0.332
O8 -1.25141 -1.19029 1.32553  -0.612
H15 -0.99647 -2.04638 1.68762  0.355
H16 -1.19316 -0.59069 2.07791  0.258
O9 -0.48571 -3.14878 -1.21515  -0.608
H17 -0.30480 -3.96844 -0.74143  0.301
H18 -0.37999 -2.46303 -0.54614  0.285
O10 -3.95033 -1.52462 0.42598  -0.602
H19 -4.56669 -1.82196 1.10472  0.257
H20 -3.11172 -1.92733 0.67809  0.274
O11 -0.81534 1.06846 -1.73343  -0.613
H21 -0.89662 0.26665 -2.26210  0.312
H22 0.13596 1.19343 -1.64169  0.324
O12 3.51556 -2.50253 -1.59344  -0.595
H23 3.06158 -3.30389 -1.30932  0.298
H24 2.82302 -1.83226 -1.60505  0.316

Forces on atoms 1 to 3 (eV/Å):
O 2.877 -2.610 3.265
H 0.018 0.073 -0.089
H 0.322 0.064 -0.211


ORCA calculation (the ωB97M-V functional and the def2-TZVPD basis) on a structure of composition C6H9NO.

Results
Orbital gap: 8.36 eV
Energy relative to the best compared isomer or geometry (same formula, charge and spin): 483.7 kJ/mol
Charge: 0

Each line ends with the Mulliken charge.
CARTESIAN COORDINATES (ANGSTROEM)
C1 0.72027 0.28700 0.23175  0.371
C2 1.55924 -0.06120 -0.95753  -0.435
C3 1.89882 -1.10091 0.06414  -0.915
C4 -0.53486 -0.31641 0.38471  0.201
C5 -1.50870 1.22338 -0.26601  -0.139
C6 -1.30954 -1.34537 0.60767  -0.783
O1 1.13035 1.36902 0.96854  -0.495
N1 -2.73088 0.98529 -0.41877  -0.501
H1 0.70216 1.35750 1.83341  0.372
H2 -3.29292 1.73563 -0.83177  0.235
H3 1.01609 -0.40420 -1.83096  0.241
H4 2.32156 0.68238 -1.16974  0.292
H5 2.76442 -0.95549 0.69225  0.268
H6 1.58517 -2.11926 -0.10125  0.306
H7 -1.00805 2.14114 -0.62054  0.332
H8 -2.35792 -1.22466 0.34278  0.323
H9 -0.95522 -2.25385 1.07132  0.326

Forces on atoms 1 to 3 (eV/Å):
C 4.110 -4.007 0.347
C -0.067 0.153 0.217
C -0.553 1.964 0.296


ORCA calculation (the ωB97M-V functional and the def2-TZVPD basis) on a structure of composition C14H32Cl2NO2P2Ti.

Results
Orbital gap: 7.41 eV
Energy relative to the best compared isomer or geometry (same formula, charge and spin): 0.0 kJ/mol
Charge: +3

Each line ends with the Mulliken charge.
CARTESIAN COORDINATES (ANGSTROEM)
C1 -1.68635 1.24180 -4.98108  -0.615
C2 -2.04549 0.31630 -3.97246  0.695
H1 -2.37605 1.16776 -5.82984  0.403
H2 -0.65571 1.03352 -5.32075  0.329
H3 -1.77121 2.27029 -4.58045  0.309
O1 -2.40192 -0.35396 -3.08438  -0.108
Cl1 1.13707 2.81219 -2.30997  -0.282
Ti1 0.55757 1.09985 -0.93876  -0.383
P1 1.35352 -0.97555 -2.19683  0.957
C3 0.60119 -2.55837 -1.66964  -0.855
C4 1.26336 -1.05186 -4.00755  -0.909
H4 1.75124 -1.97785 -4.35906  0.441
H5 3.51199 -2.10709 -2.32682  0.453
H6 1.78895 -0.17739 -4.41902  0.406
H7 3.68343 -0.31934 -2.15279  0.405
H8 -0.41781 -2.62014 -2.07296  0.366
H9 0.21574 -1.02579 -4.34670  0.169
C5 3.13363 -1.20850 -1.81605  -1.292
H10 1.20602 -3.39636 -2.03841  0.451
H11 3.25767 -1.30912 -0.72827  0.332
H12 0.55080 -2.58399 -0.56602  0.041
P2 -1.47252 2.45613 -0.16177  1.078
C6 -2.77086 1.63297 0.79990  -0.959
C7 -0.73344 3.62056 1.02187  -1.225
H13 -1.66934 3.93710 -2.05441  0.364
H14 -2.95109 4.23499 -0.82292  0.437
H15 -3.06958 2.83753 -1.92879  0.323
C8 -2.37706 3.46653 -1.35942  -1.023
H16 0.08873 4.16052 0.53773  0.374
H17 -1.50159 4.32350 1.36499  0.466
H18 -3.38977 2.38172 1.31017  0.447
H19 -2.31382 0.96268 1.54020  0.109
H20 -0.33026 3.06125 1.87608  0.295
H21 -3.39656 1.03649 0.12595  0.369
Cl2 2.46136 1.58497 0.30506  -0.365
O2 0.01514 -0.09337 0.55107  0.374
C9 0.18319 -0.48475 1.75745  -0.031
C10 -0.82640 -1.38913 2.44012  -0.710
C11 -0.27767 -2.73108 2.92783  -0.760
C12 0.45630 -2.64468 4.24161  -0.755
C13 1.75946 -1.85226 4.14198  -0.629
C14 1.54743 -0.38281 3.84095  -0.779
N1 1.26437 -0.10278 2.43285  0.414
H22 -1.23010 -0.78420 3.26041  0.549
H23 -1.63224 -1.57177 1.71572  0.443
H24 -1.12635 -3.39906 3.06332  0.441
H25 0.37446 -3.17138 2.16188  0.220
H26 -0.18896 -2.19270 5.00673  0.319
H27 0.67672 -3.67249 4.56342  0.366
H28 2.25114 -1.92150 5.11228  0.367
H29 2.43801 -2.30026 3.41722  0.329
H30 0.73826 -0.01226 4.47448  0.332
H31 2.45881 0.15888 4.12248  0.453
H32 1.88657 0.57430 1.93138  0.054

Forces on atoms 1 to 3 (eV/Å):
C 0.425 0.349 -0.414
C -2.424 -3.031 4.588
H -0.156 -0.261 -0.078


Number 1: maximum force 4.1 eV/Å. Number 2: maximum force 3.4 eV/Å. Number 3: maximum force 0.8 eV/Å. Number 4: maximum force 6.9 eV/Å. Number 5: maximum force 6.4 eV/Å. Number 6: maximum force 6.2 eV/Å.